{
  "formula": "C5H9O",
  "method": "ωB97M-V/def2-TZVPD",
  "symbols": ["C", "C", "C", "C", "C", "O", "H", "H", "H", "H", "H", "H", "H", "H", "H"],
  "positions_angstrom": [[0.360, -0.425, -2.286], [1.119, -0.735, -1.215], [0.432, -0.675, 0.166], [-0.358, 0.618, 0.345], [-0.867, 0.802, 1.813], [-1.657, 1.827, 2.035], [-0.665, -0.773, -2.203], [0.733, 0.171, -3.110], [2.068, -1.253, -1.115], [1.181, -0.801, 0.948], [-0.331, -1.467, 0.244], [0.357, 1.434, 0.187], [-1.209, 0.783, -0.310], [0.084, 0.748, 2.441], [-1.246, -0.254, 2.059]],
  "forces_ev_per_a": [[1.15, -0.39, 0.35], [-1.52, -0.79, 1.46], [-1.14, -0.76, -1.32], [1.02, 0.94, 1.28], [0.69, -1.24, 0.01], [-0.31, 0.24, 0.01], [-0.47, 1.45, 0.06], [0.05, -1.06, -0.78], [0.97, 1.46, -0.79], [-0.11, 0.00, 0.12], [0.36, -0.31, 0.22], [-0.21, 0.25, -0.27], [0.01, -0.38, -0.31], [0.08, 0.35, -0.08], [-0.57, 0.24, 0.04]],
  "lowdin_charge": [-0.0439, -0.1826, -0.2587, -0.2518, -0.6267, -0.3403, 0.0558, 0.0360, 0.0795, 0.0944, 0.1039, 0.0971, 0.0929, 0.0726, 0.0717],
  "charge": -1,
  "homo_lumo_gap_ev": 6.009,
  "energy_ev": -7375.6445,
  "smiles": "C=CCCC[O-]",
  "relative_energy_kj_mol": 148.9
}